DFT (ωB97M-V/def2-TZVPD) results for the molecule C4H9NO2S at a distorted geometry.

Results
SMILES string ... C[C@@H](S)[C@H](N)C(=O)O
Kohn-Sham gap ... 10.19 eV
Energy above the lowest of the compared OMol25 structures with the same formula, charge and spin ... 138.3 kJ/mol
E_LUMO ... 0.50 eV

Geometry as XYZ:
```
17
C4H9NO2S, DFT ωB97M-V/def2-TZVPD
C 1.763 -0.146 1.098
C 0.285 0.055 0.720
S -0.215 1.883 0.838
C -0.106 -0.501 -0.673
N -0.137 0.625 -1.657
C -1.533 -1.087 -0.799
O -1.855 -2.135 -1.283
O -2.474 -0.282 -0.280
H 2.324 0.017 0.185
H 1.992 0.540 1.850
H 1.828 -1.125 1.700
H -0.500 -0.530 1.363
H 0.000 2.109 2.152
H 0.631 -1.360 -0.998
H 0.788 0.954 -1.850
H -0.623 0.336 -2.480
H -2.168 0.649 0.113
```

DFT (ωB97M-V/def2-TZVPD) results for a structure of composition C5H9O2S2 at a distorted geometry.

Results
Kohn-Sham gap ... 6.13 eV
Energy above the lowest of the compared OMol25 structures with the same formula, charge and spin ... 318.3 kJ/mol
Net charge ... -1
E_LUMO ... 3.43 eV

Geometry as XYZ:
```
18
C5H9O2S2, DFT ωB97M-V/def2-TZVPD
C 0.351 1.182 -0.115
C 2.814 0.486 -0.061
C -2.026 -2.707 -0.278
C 1.740 1.250 0.708
C -2.130 -0.014 -0.246
O 0.276 1.802 -1.142
O -0.460 0.394 0.428
S -2.979 1.513 -0.173
S -2.512 -1.296 0.892
H 2.806 0.770 -1.085
H 2.503 -0.622 -0.029
H 3.778 0.576 0.360
H -2.562 -2.756 -1.145
H -2.104 -3.691 0.295
H -1.054 -2.323 -0.429
H 1.442 0.983 1.755
H 2.069 2.300 0.969
H -1.951 2.152 -0.705
```

DFT (ωB97M-V/def2-TZVPD) results for a structure of composition C21H31N4PtSSi2 at a distorted geometry.

Results
Kohn-Sham gap ... 6.83 eV
Energy above the lowest of the compared OMol25 structures with the same formula, charge and spin ... 270.5 kJ/mol
Net charge ... +1
E_LUMO ... -3.40 eV

Geometry as XYZ:
```
60
C21H31N4PtSSi2, DFT ωB97M-V/def2-TZVPD
Pt 0.545 0.132 1.063
C -1.639 2.186 -1.920
Si -1.669 0.356 -1.538
C -3.347 -0.320 -2.048
C 0.470 -1.589 -2.688
C -1.368 0.041 0.311
C -1.676 -1.250 0.934
C -2.738 -2.140 0.816
C -2.697 -3.294 1.578
C -1.611 -3.544 2.413
C -0.591 -2.616 2.476
N -0.646 -1.492 1.767
Si -2.177 1.377 1.456
C -4.036 1.405 1.156
C -1.993 0.891 3.261
C -1.489 3.107 1.221
H -1.645 2.306 -3.005
H -0.745 2.679 -1.534
H -2.512 2.713 -1.536
H -3.607 0.087 -3.028
H -4.143 -0.037 -1.359
H -3.350 -1.407 -2.142
H 0.260 0.551 -2.972
H -0.031 -2.401 -3.221
H 1.270 -3.061 -1.343
H -3.564 -1.927 0.155
H -3.509 -4.008 1.518
H -1.561 -4.438 3.016
H 0.272 -2.755 3.113
H -4.449 0.397 1.080
H -4.305 1.943 0.245
H -4.538 1.898 1.989
H -2.515 -0.041 3.492
H -2.477 1.685 3.836
H -0.968 0.800 3.618
H -1.920 3.639 0.377
H -0.403 3.135 1.120
H -1.743 3.667 2.125
C 5.312 2.127 1.833
N 4.910 1.187 0.795
C 5.764 0.550 -0.073
C 5.014 -0.220 -0.875
N 3.682 -0.058 -0.497
C 3.637 0.813 0.559
S 2.368 1.441 1.534
C 2.649 -0.791 -1.168
C 2.854 -0.986 -2.610
C 1.794 -1.331 -3.342
C -0.390 -0.313 -2.795
C 0.753 -2.096 -1.288
N 1.626 -1.203 -0.533
H 6.390 2.246 1.775
H 5.031 1.737 2.809
H 4.826 3.086 1.673
H 6.828 0.695 -0.030
H 5.310 -0.904 -1.646
H 3.780 -0.691 -3.077
H 1.863 -1.326 -4.422
H -0.993 -0.388 -3.708
H -0.160 -2.251 -0.716
```

DFT (ωB97M-V/def2-TZVPD) results for a structure of composition C43H41BrF3HgN10O3S at a distorted geometry.

Results
Kohn-Sham gap (alpha / beta) ... 5.47 / 7.65 eV
Energy above the lowest of the compared OMol25 structures with the same formula, charge and spin ... 0.0 kJ/mol
<S²> ... 0.7717
E_LUMO (alpha / beta) ... 0.06 / 0.04 eV
Spin multiplicity ... 2

Geometry as XYZ:
```
103
C43H41BrF3HgN10O3S, DFT ωB97M-V/def2-TZVPD
Hg 1.005 -0.119 0.469
C -0.920 -5.987 3.614
C -1.281 -4.561 3.773
N -2.220 -4.076 4.513
N -2.145 -2.728 4.316
C -1.160 -2.353 3.481
S -0.763 -0.797 3.027
N -0.595 -3.548 3.135
N 0.454 -3.779 2.262
H -1.683 -6.607 4.075
H 0.043 -6.189 4.087
H -0.822 -6.218 2.553
H -2.772 -2.104 4.789
H 0.492 -3.026 1.579
H 1.327 -3.789 2.777
Br -5.047 -4.899 0.628
C -3.432 -4.019 0.134
C -3.230 -2.696 0.498
C -2.033 -2.083 0.186
C -1.012 -2.766 -0.495
C -1.262 -4.096 -0.875
C -2.455 -4.718 -0.556
N 0.194 -2.115 -0.691
C 1.019 -2.502 -1.665
C 2.218 -1.828 -1.980
C 3.020 -2.206 -3.086
C 4.115 -1.452 -3.416
C 4.422 -0.307 -2.657
C 3.605 -0.006 -1.585
N 2.558 -0.746 -1.235
H -4.007 -2.155 1.021
H -1.863 -1.054 0.478
H -0.503 -4.669 -1.388
H -2.621 -5.753 -0.825
H 0.731 -3.310 -2.334
H 2.740 -3.074 -3.670
H 4.734 -1.721 -4.263
H 5.260 0.327 -2.906
H 3.790 0.870 -0.969
C -2.787 4.623 -5.492
O -2.132 4.208 -4.312
C -2.480 4.823 -3.146
C -3.393 5.854 -3.038
C -3.688 6.398 -1.790
C -3.069 5.903 -0.660
C -2.155 4.859 -0.762
C -1.845 4.312 -1.999
N -0.970 3.243 -2.194
C -0.282 2.515 -1.228
N 0.424 3.282 -0.364
C 1.367 3.020 0.651
C 1.766 1.777 1.155
C 2.766 1.773 2.132
C 3.339 2.934 2.620
C 2.918 4.162 2.137
C 1.946 4.201 1.161
O 1.524 5.393 0.602
C 0.993 6.344 1.513
N -0.270 1.231 -1.246
C -1.124 0.551 -2.139
C -0.606 -0.121 -3.235
C -1.427 -0.892 -4.048
C -2.777 -0.985 -3.763
C -3.322 -0.278 -2.697
C -2.508 0.510 -1.898
O -2.943 1.266 -0.857
C -4.336 1.396 -0.678
H -2.377 4.013 -6.293
H -2.595 5.677 -5.709
H -3.866 4.456 -5.429
H -3.886 6.244 -3.917
H -4.411 7.199 -1.717
H -3.301 6.316 0.313
H -1.704 4.446 0.131
H -1.157 2.724 -3.041
H 0.394 4.269 -0.572
H 3.117 0.824 2.518
H 4.110 2.886 3.379
H 3.353 5.083 2.503
H 1.720 6.629 2.276
H 0.098 5.953 2.007
H 0.730 7.219 0.922
H 0.455 -0.035 -3.431
H -1.008 -1.420 -4.895
H -3.422 -1.604 -4.374
H -4.382 -0.356 -2.496
H -4.471 2.194 0.049
H -4.785 0.476 -0.291
H -4.838 1.673 -1.609
F 6.491 -4.337 4.101
C 5.178 -4.434 4.370
F 5.023 -4.289 5.695
F 4.809 -5.696 4.061
C 4.371 -3.443 3.588
C 3.404 -2.655 4.196
C 2.654 -1.808 3.395
N 2.814 -1.715 2.075
C 3.766 -2.454 1.510
C 4.565 -3.336 2.218
H 3.240 -2.695 5.264
H 1.875 -1.186 3.819
H 3.881 -2.337 0.437
H 5.324 -3.922 1.719
```

Please write out number 3 again, unchanged.
DFT (ωB97M-V/def2-TZVPD) results for a structure of composition C21H31N4PtSSi2 at a distorted geometry.

Results
Kohn-Sham gap ... 6.83 eV
Energy above the lowest of the compared OMol25 structures with the same formula, charge and spin ... 270.5 kJ/mol
Net charge ... +1
E_LUMO ... -3.40 eV

Geometry as XYZ:
```
60
C21H31N4PtSSi2, DFT ωB97M-V/def2-TZVPD
Pt 0.545 0.132 1.063
C -1.639 2.186 -1.920
Si -1.669 0.356 -1.538
C -3.347 -0.320 -2.048
C 0.470 -1.589 -2.688
C -1.368 0.041 0.311
C -1.676 -1.250 0.934
C -2.738 -2.140 0.816
C -2.697 -3.294 1.578
C -1.611 -3.544 2.413
C -0.591 -2.616 2.476
N -0.646 -1.492 1.767
Si -2.177 1.377 1.456
C -4.036 1.405 1.156
C -1.993 0.891 3.261
C -1.489 3.107 1.221
H -1.645 2.306 -3.005
H -0.745 2.679 -1.534
H -2.512 2.713 -1.536
H -3.607 0.087 -3.028
H -4.143 -0.037 -1.359
H -3.350 -1.407 -2.142
H 0.260 0.551 -2.972
H -0.031 -2.401 -3.221
H 1.270 -3.061 -1.343
H -3.564 -1.927 0.155
H -3.509 -4.008 1.518
H -1.561 -4.438 3.016
H 0.272 -2.755 3.113
H -4.449 0.397 1.080
H -4.305 1.943 0.245
H -4.538 1.898 1.989
H -2.515 -0.041 3.492
H -2.477 1.685 3.836
H -0.968 0.800 3.618
H -1.920 3.639 0.377
H -0.403 3.135 1.120
H -1.743 3.667 2.125
C 5.312 2.127 1.833
N 4.910 1.187 0.795
C 5.764 0.550 -0.073
C 5.014 -0.220 -0.875
N 3.682 -0.058 -0.497
C 3.637 0.813 0.559
S 2.368 1.441 1.534
C 2.649 -0.791 -1.168
C 2.854 -0.986 -2.610
C 1.794 -1.331 -3.342
C -0.390 -0.313 -2.795
C 0.753 -2.096 -1.288
N 1.626 -1.203 -0.533
H 6.390 2.246 1.775
H 5.031 1.737 2.809
H 4.826 3.086 1.673
H 6.828 0.695 -0.030
H 5.310 -0.904 -1.646
H 3.780 -0.691 -3.077
H 1.863 -1.326 -4.422
H -0.993 -0.388 -3.708
H -0.160 -2.251 -0.716
```

Question: Among the records above, which one has the lowest energy above the lowest of the compared OMol25 structures with the same formula, charge and spin?
Answer: C43H41BrF3HgN10O3S

Question: What is the energy above the lowest of the compared OMol25 structures with the same formula, charge and spin in the first record?
Answer: 138.3 kJ/mol